DFT (wB97M-V/def2-TZVPD) results for C23H30BF4N4OS6SiV as an isolated structure in a non-equilibrium geometry.

Properties
strongest force on any atom: 2.029 eV/A
calculated total energy: -142479.81227 eV
Kohn-Sham gap (spin up / spin down): 6.626 / 7.428 eV
spin multiplicity: 2
total charge: -1

Geometry as XYZ:
```
71
Properties=species:S:1:pos:R:3:forces:R:3:mulliken_spin:R:1
V -0.012 0.159 0.319 -0.03 1.55 -1.31 1.348
S 0.797 2.404 4.033 0.08 -0.06 -0.10 -0.009
C 0.699 1.842 2.497 -0.08 0.47 0.59 0.019
S 1.777 0.733 1.728 0.04 -0.16 -0.16 -0.117
S -0.572 2.172 1.379 0.00 0.11 0.10 -0.047
C -3.414 2.095 3.637 -0.09 -0.21 -0.05 -0.001
C -3.992 0.684 3.549 -0.01 0.42 -0.33 0.000
N -3.664 -0.106 4.719 -0.20 -0.04 0.14 0.000
C -4.351 0.237 5.956 0.10 -0.08 0.39 0.000
C -3.387 0.747 7.022 -0.12 -0.10 -0.08 0.000
C -2.909 -1.219 4.770 0.03 0.00 -0.13 -0.001
O -2.858 -1.908 5.781 0.02 -0.31 0.16 0.000
C -2.092 -1.626 3.588 0.48 -0.12 -0.22 -0.006
C -1.876 -2.987 3.387 0.05 0.19 -0.15 0.003
C -1.002 -3.386 2.394 -0.02 0.18 -0.02 -0.003
C -0.437 -2.417 1.582 0.05 -0.97 0.09 0.007
N -0.648 -1.122 1.764 -0.04 -0.52 0.01 0.000
C -1.409 -0.731 2.776 -0.64 0.08 0.88 -0.012
H -3.577 2.626 2.704 -0.05 0.08 -0.09 0.000
H -2.344 2.075 3.823 0.16 0.01 0.01 0.001
H -3.878 2.657 4.446 -0.08 0.08 0.10 0.000
H -3.655 0.186 2.640 -0.06 -0.01 0.11 0.000
H -5.085 0.753 3.488 0.06 -0.11 -0.05 0.000
H -4.848 -0.662 6.334 -0.05 0.14 -0.06 0.000
H -5.106 0.989 5.730 0.00 -0.02 -0.09 0.000
H -2.711 -0.052 7.309 0.07 -0.03 0.04 0.000
H -3.942 1.062 7.902 -0.04 0.10 0.13 0.000
H -2.797 1.580 6.649 0.02 0.17 -0.03 0.000
H -2.396 -3.700 4.010 0.05 -0.04 0.11 0.000
H -0.771 -4.425 2.217 -0.06 -0.05 -0.04 0.000
H 0.199 -2.707 0.754 -0.12 0.03 0.08 -0.006
H -1.467 0.334 2.953 -0.07 -0.05 -0.13 -0.001
C 1.888 3.042 -1.080 -0.42 -0.32 -0.35 0.001
Si 0.516 2.352 -2.231 0.23 0.17 -0.14 0.001
C -0.343 3.904 -2.973 0.21 -0.68 0.31 -0.007
C 1.228 1.319 -3.687 -0.18 0.39 0.55 -0.001
C -0.741 1.250 -1.319 0.40 -0.11 0.08 -0.150
H 2.819 3.227 -1.611 0.06 0.04 -0.19 0.001
H 2.108 2.356 -0.263 0.02 0.09 -0.04 0.000
H 1.567 3.980 -0.634 -0.16 0.12 0.06 -0.001
H 0.332 4.455 -3.622 0.25 0.04 -0.08 -0.001
H -0.656 4.576 -2.179 -0.09 0.10 0.18 0.000
H -1.216 3.644 -3.563 -0.20 -0.12 -0.08 0.000
H 2.289 1.503 -3.831 0.23 0.02 0.01 0.000
H 0.737 1.578 -4.621 -0.20 0.11 -0.14 0.000
H 1.077 0.255 -3.526 0.01 -0.13 0.07 -0.001
H -1.090 0.444 -1.967 0.00 -0.04 -0.15 -0.007
H -1.612 1.844 -1.040 -0.01 -0.03 0.09 0.003
F -3.678 -1.048 -1.398 -0.54 0.17 -0.65 0.000
B -2.838 -1.234 -0.350 0.07 0.10 0.20 -0.003
F -1.548 -1.599 -0.814 0.76 0.04 -0.11 0.007
F -2.642 -0.016 0.367 0.22 0.50 0.17 0.002
F -3.292 -2.183 0.533 -0.28 -0.54 0.45 0.000
S 5.998 1.037 -3.568 0.41 0.47 0.02 0.000
C 4.774 0.158 -2.918 -0.06 0.21 0.24 0.000
S 4.053 0.536 -1.351 -0.23 -0.79 -0.77 0.000
C 2.855 -0.742 -1.653 1.14 1.00 -0.42 0.013
N 3.064 -1.358 -2.756 -1.06 -0.62 0.47 0.005
N 4.110 -0.893 -3.462 0.49 0.77 0.78 0.000
C 4.361 -1.584 -4.660 0.05 -0.50 -0.68 0.000
C 5.591 -1.583 -5.307 0.09 0.08 0.14 0.000
C 5.770 -2.370 -6.431 -0.11 -0.13 -0.10 0.000
C 4.736 -3.150 -6.920 0.06 -0.05 -0.12 0.000
C 3.507 -3.141 -6.281 0.08 0.01 -0.05 0.000
C 3.319 -2.366 -5.157 -0.11 0.06 -0.03 0.000
S 1.601 -1.233 -0.629 -0.58 -1.10 0.55 -0.038
H 6.398 -0.978 -4.933 0.04 -0.02 0.03 0.000
H 6.731 -2.388 -6.924 0.06 0.06 0.01 0.000
H 4.887 -3.767 -7.792 0.03 -0.06 -0.11 0.000
H 2.693 -3.745 -6.654 -0.07 -0.04 -0.02 0.000
H 2.376 -2.367 -4.636 -0.05 -0.03 -0.04 0.000
```
Positions in Å, forces in eV/Å.

=====

DFT (wB97M-V/def2-TZVPD) results for C35H29N4O7PtS2Te as an isolated structure in a non-equilibrium geometry.

Properties
strongest force on any atom: 1.574 eV/A
calculated total energy: -89269.59914 eV
Kohn-Sham gap: 4.727 eV
total charge: -1

Geometry as XYZ:
```
79
Properties=species:S:1:pos:R:3:forces:R:3:lowdin_charge:R:1
Pt 2.203 -2.267 -0.169 -0.41 -0.26 1.03 0.551
O 6.023 -1.777 1.530 -0.32 0.27 0.26 -0.342
S 4.933 -2.644 1.122 0.26 0.29 -0.25 0.445
O 4.927 -3.946 1.778 0.44 0.01 -0.09 -0.354
O 4.765 -2.668 -0.337 0.33 -0.06 0.12 -0.398
C 3.337 -2.019 1.739 0.43 -0.67 -0.47 -0.370
C 3.178 -0.766 2.370 -0.14 -0.03 0.02 -0.088
C 2.086 -0.542 3.168 -0.01 0.05 0.01 -0.106
C 1.147 -1.569 3.414 -0.05 0.02 0.03 -0.105
C 1.278 -2.808 2.842 0.04 0.17 -0.05 -0.093
C 2.365 -3.048 1.967 0.41 -0.04 -1.06 -0.370
S 2.606 -4.783 1.458 -1.52 -0.39 0.03 0.546
O 1.026 -4.977 1.088 0.24 -0.38 -0.09 -0.689
O 2.827 -5.670 2.557 0.19 0.22 0.14 -0.270
O 3.191 -5.059 0.158 0.57 0.05 0.49 -0.484
H 3.934 -0.006 2.213 0.06 -0.06 0.05 0.110
H 1.962 0.420 3.652 -0.02 0.00 -0.01 0.092
H 0.316 -1.380 4.082 0.00 0.00 -0.01 0.094
H 0.569 -3.599 3.044 0.01 -0.01 0.01 0.110
C -1.655 11.133 -0.482 -0.02 -0.04 -0.03 -0.089
O -2.498 9.998 -0.465 0.00 0.04 0.04 -0.083
C -1.903 8.774 -0.472 0.01 0.01 -0.01 -0.285
C -0.535 8.571 -0.588 -0.01 -0.08 -0.01 -0.020
C -0.037 7.270 -0.586 0.05 0.12 0.02 -0.029
C -0.878 6.176 -0.473 0.03 -0.28 -0.02 -0.155
C -2.252 6.399 -0.355 -0.05 0.06 0.01 -0.015
C -2.760 7.679 -0.354 0.03 -0.03 -0.03 0.005
C -0.386 4.788 -0.478 -0.12 0.30 0.03 -0.277
N -1.127 3.739 -0.220 0.17 -0.16 0.00 0.188
C -0.272 2.662 -0.342 -0.24 -0.01 0.12 -0.169
C 0.986 3.074 -0.675 0.22 0.01 -0.11 -0.130
N 0.908 4.448 -0.760 0.03 -0.14 0.01 0.178
C 2.082 2.177 -0.902 0.06 0.28 -0.02 -0.084
C 3.383 2.581 -1.235 -0.08 -0.02 0.03 -0.017
C 4.346 1.626 -1.446 0.02 -0.04 -0.03 -0.040
C 3.986 0.277 -1.364 0.02 -0.08 -0.08 -0.099
N 2.765 -0.111 -1.050 -0.29 -0.09 0.22 0.050
C 1.821 0.804 -0.778 -0.55 -0.19 0.10 -0.128
C 0.475 0.342 -0.325 0.64 0.18 -0.17 -0.126
N 0.295 -0.970 -0.102 -0.16 0.28 -0.53 0.021
C -0.874 -1.399 0.327 -0.10 0.15 0.11 -0.133
C -1.960 -0.542 0.546 0.09 -0.21 0.06 -0.036
C -1.803 0.800 0.313 0.14 0.13 -0.08 -0.006
C -0.554 1.269 -0.124 -0.31 0.08 0.11 -0.084
H -2.308 11.997 -0.401 -0.01 0.00 0.00 0.090
H -1.090 11.194 -1.416 0.01 0.00 0.00 0.093
H -0.960 11.123 0.361 0.00 0.01 0.01 0.095
H 0.151 9.399 -0.681 0.00 0.00 0.01 0.100
H 1.037 7.139 -0.657 -0.01 -0.01 -0.01 0.105
H -2.908 5.545 -0.258 0.01 0.00 -0.02 0.113
H -3.824 7.859 -0.270 0.01 0.01 0.02 0.120
H 1.648 5.075 -1.016 -0.01 0.01 -0.01 0.142
H 3.624 3.635 -1.319 0.01 0.00 0.02 0.105
H 5.367 1.896 -1.677 -0.01 -0.01 -0.02 0.106
H 4.697 -0.522 -1.544 0.02 0.00 0.08 0.109
H -0.952 -2.470 0.494 -0.02 0.00 0.01 0.102
H -2.898 -0.949 0.901 0.00 0.00 -0.03 0.105
H -2.607 1.510 0.463 0.01 0.00 0.02 0.111
C -5.425 -5.929 -0.740 -0.02 0.00 -0.02 -0.061
C -3.942 -5.673 -0.794 0.01 0.00 0.01 -0.280
C -3.413 -4.655 -1.575 0.01 -0.01 0.01 -0.030
C -2.046 -4.394 -1.605 -0.06 0.04 0.02 -0.321
C -1.543 -3.314 -2.530 0.03 0.00 0.04 -0.098
C -1.176 -5.170 -0.821 -0.09 0.18 -0.12 -0.400
Te 0.906 -4.737 -0.919 0.10 0.30 0.00 1.540
C -1.682 -6.260 -0.101 -0.05 -0.02 0.04 -0.293
C -0.820 -7.258 0.629 0.02 0.02 0.04 -0.070
C -3.059 -6.471 -0.082 0.00 -0.02 0.00 -0.029
H -5.975 -5.176 -1.306 0.01 0.00 0.00 0.068
H -5.792 -5.911 0.288 0.01 0.00 0.00 0.076
H -5.673 -6.908 -1.157 0.01 0.00 0.00 0.076
H -4.077 -4.047 -2.181 0.00 0.01 0.02 0.108
H -2.369 -2.702 -2.897 0.00 0.00 0.01 0.075
H -1.042 -3.746 -3.402 -0.01 -0.01 0.00 0.081
H -0.812 -2.665 -2.043 -0.01 0.01 0.01 0.021
H 0.238 -7.139 0.414 -0.01 -0.01 -0.04 0.037
H -1.119 -8.269 0.346 -0.03 0.00 0.04 0.081
H -0.934 -7.161 1.710 0.02 0.02 -0.01 0.091
H -3.447 -7.302 0.501 0.00 0.00 -0.01 0.119
```
Positions in Å, forces in eV/Å.

=====

Going through the records in order, we get energy relative to the best compared isomer or geometry (same formula, charge and spin) values of 0.213, 3.682 eV.